Model i:
ORCA calculation (ωB97M-V with the def2-TZVPD basis set) on a 2-piece molecular cluster, C4H5NO3 overall.

The geometry in XYZ format:
```
13
C4H5NO3 ωB97M-V with the def2-TZVPD basis set
O 2.902 -2.960 3.048
N 2.296 -2.455 2.142
O 1.445 -1.633 2.220
H 2.661 -2.772 1.205
O 2.207 -1.753 -0.720
C 1.368 -0.975 -0.458
C 0.353 -0.200 -0.668
C -1.109 -0.114 -0.302
C -0.238 1.153 -0.550
H -1.516 -0.177 0.740
H -1.785 -0.446 -1.078
H -0.341 1.741 -1.447
H 0.067 1.738 0.344
```

As for the gap between HOMO and LUMO: 9.4 eV. The structure (SMILES) is O=[NH+][O-].O=C=C1CC1.


Model ii:
ORCA calculation (ωB97M-V with the def2-TZVPD basis set) on C4H5NO3 as an isolated structure.

The geometry in XYZ format:
```
13
C4H5NO3 ωB97M-V with the def2-TZVPD basis set
C 0.505 -1.032 1.318
C 0.086 0.244 0.504
C -1.344 0.533 0.177
C 0.806 0.345 -0.824
H 1.453 -1.815 0.486
H 0.417 1.273 1.006
H -1.656 1.626 0.338
H -1.799 -0.443 0.794
H 0.032 0.342 -2.979
N -0.202 0.395 -1.717
O -0.267 -1.034 2.619
O -1.476 0.177 -1.259
O 2.073 0.321 -0.695
```

As for the gap between HOMO and LUMO: 8.8 eV.


Model iii:
ORCA calculation (ωB97M-V with the def2-TZVPD basis set) on C4H5NO3 as an isolated structure.

The geometry in XYZ format:
```
13
C4H5NO3 ωB97M-V with the def2-TZVPD basis set
C 0.037 1.733 -0.348
N 1.170 -0.504 -0.533
C 1.158 -1.636 0.147
C -0.909 -0.584 0.328
C 0.047 0.264 -0.152
O -0.559 -1.838 0.551
O -2.076 -0.089 0.830
O 1.906 -2.445 0.567
H -2.541 -0.854 1.205
H 1.683 -0.424 -1.408
H 0.979 2.199 -0.038
H -0.760 2.179 0.251
H -0.135 1.999 -1.398
```

As for the gap between HOMO and LUMO: 8.2 eV.


Model iv:
ORCA calculation (ωB97M-V with the def2-TZVPD basis set) on C4H5NO3 as an isolated structure.

The geometry in XYZ format:
```
13
C4H5NO3 ωB97M-V with the def2-TZVPD basis set
C -1.635 -0.082 -0.352
C -0.273 -0.022 0.267
C 0.447 1.234 0.485
C 1.987 -0.500 -0.627
H -2.420 -1.524 1.113
H 0.185 -1.042 0.694
H 1.040 1.133 1.353
H -0.213 1.995 0.192
H 1.621 -1.207 -1.485
N 0.873 0.432 -0.620
O -2.603 -1.070 -0.065
O -2.074 1.012 -0.811
O 3.066 -0.358 -0.145
```

As for the gap between HOMO and LUMO: 9.9 eV.


Computed energies relative to the best structure, in hartree: model i 0.1590; model ii 0.2797; model iii 0.0000; model iv 0.1030


Model i:
ORCA calculation (ωB97M-V with the def2-TZVPD basis set) on a single C4H5NO3 molecule.

The geometry in XYZ format:
```
13
C4H5NO3 ωB97M-V with the def2-TZVPD basis set
C 1.587 -1.647 0.776
C 0.833 -0.618 0.540
C 0.389 0.604 0.280
O 0.612 1.665 1.098
N -0.632 0.802 -0.672
O -0.208 0.652 -2.012
C -1.693 -0.193 -0.254
O -2.231 -0.216 0.811
H 2.587 -1.733 0.373
H 1.258 -2.447 1.423
H -0.209 2.161 1.226
H -0.218 1.550 -2.380
H -2.076 -0.579 -1.208
```

As for the gap between HOMO and LUMO: 9.8 eV. The structure (SMILES) is C=C=C(O)N(O)C=O.


Model ii:
ORCA calculation (ωB97M-V with the def2-TZVPD basis set) on a single C4H5NO3 molecule.

The geometry in XYZ format:
```
13
C4H5NO3 ωB97M-V with the def2-TZVPD basis set
C 2.263 1.363 0.289
C 0.090 -1.533 -0.265
C -1.441 0.409 0.481
C -0.597 -0.159 -0.682
N 1.509 0.659 -0.272
O -0.557 -2.555 -0.267
O 1.282 -1.271 0.065
O 0.373 0.751 -1.029
H 3.076 1.189 1.075
H -2.088 1.156 0.150
H -2.121 -0.325 0.901
H -0.697 0.678 1.253
H -1.092 -0.362 -1.702
```

As for the gap between HOMO and LUMO (alpha / beta): 8.4 / 8.4 eV.


Model iii:
ORCA calculation (ωB97M-V with the def2-TZVPD basis set) on a single C4H5NO3 molecule.

The geometry in XYZ format:
```
13
C4H5NO3 ωB97M-V with the def2-TZVPD basis set
N 2.340 0.127 0.029
C 1.217 0.893 -0.078
C -0.018 0.404 -0.270
O -0.163 -1.023 -0.262
C -1.551 -1.276 0.028
O -2.297 -0.022 0.025
C -1.368 1.022 -0.195
O -1.662 2.152 0.016
H 2.472 -0.894 0.130
H 3.209 0.487 0.339
H 1.574 1.903 -0.187
H -2.053 -2.044 -0.573
H -1.700 -1.729 0.998
```

As for the gap between HOMO and LUMO: 9.1 eV. The structure (SMILES) is N/C=C1\OCOC1=O.


Model iv:
ORCA calculation (ωB97M-V with the def2-TZVPD basis set) on a single C4H5NO3 molecule.

The geometry in XYZ format:
```
13
C4H5NO3 ωB97M-V with the def2-TZVPD basis set
N 0.875 -1.634 1.465
C 0.251 -1.842 0.294
O 0.364 -2.874 -0.362
C -0.575 -0.714 -0.245
C -0.257 0.576 -0.120
C -0.778 1.606 -1.015
O -1.896 2.009 -1.153
O 0.443 2.557 -0.993
H 1.422 -2.379 1.876
H 0.664 -0.841 2.054
H -1.451 -1.014 -0.827
H 0.886 1.109 0.014
H 0.052 3.441 -0.989
```

As for the gap between HOMO and LUMO: 9.6 eV. The structure (SMILES) is NC(=O)/C=C/C(=O)O.


Computed energies relative to the best structure, in hartree: model i 0.1140; model ii 0.1558; model iii 0.0000; model iv 0.0135


Model i:
ORCA calculation (ωB97M-V with the def2-TZVPD basis set) on a single C4H6O molecule.

The geometry in XYZ format:
```
11
C4H6O ωB97M-V with the def2-TZVPD basis set
C 1.538 0.120 0.045
C -0.030 0.182 0.043
C -0.912 1.132 -0.037
O -2.097 -0.011 0.064
C -1.038 -0.928 -0.031
H 1.742 -0.733 0.822
H 1.882 1.214 0.156
H 1.810 -0.056 -1.031
H -1.139 2.180 0.206
H -0.921 -1.445 -0.992
H -0.836 -1.655 0.753
```

As for the gap between HOMO and LUMO: 10.2 eV. The structure (SMILES) is CC1=COC1.


Model ii:
ORCA calculation (ωB97M-V with the def2-TZVPD basis set) on a 2-piece molecular cluster, C4H6O overall.

The geometry in XYZ format:
```
11
C4H6O ωB97M-V with the def2-TZVPD basis set
C -0.997 -1.309 0.128
C 0.080 -0.489 0.254
C -0.638 -0.493 -1.015
C 1.356 0.245 0.674
O -1.521 1.531 -0.820
H -1.651 -1.978 0.499
H -0.760 -0.704 -2.119
H 1.742 -0.323 1.577
H 1.101 1.339 0.995
H 2.182 0.317 -0.039
H -0.893 1.864 -0.135
```

As for the gap between HOMO and LUMO: 8.9 eV.


Computed energies relative to the best structure, in hartree: model i 0.0000; model ii 0.0827


Model i:
ORCA calculation (ωB97M-V with the def2-TZVPD basis set) on a single C4H6O molecule.

The geometry in XYZ format:
```
11
C4H6O ωB97M-V with the def2-TZVPD basis set
C -1.435 -0.842 -0.724
C -1.149 0.159 -1.586
C 0.476 -0.141 -0.262
C 0.677 0.493 1.121
O 0.039 0.727 -1.328
H -1.964 -1.671 -0.180
H -1.601 0.681 -2.447
H 1.091 -0.850 -0.702
H 1.621 1.064 1.092
H 0.908 -0.211 1.857
H -0.105 1.159 1.268
```

As for the gap between HOMO and LUMO: 9.7 eV.


Model ii:
ORCA calculation (ωB97M-V with the def2-TZVPD basis set) on a single C4H6O molecule.

The geometry in XYZ format:
```
11
C4H6O ωB97M-V with the def2-TZVPD basis set
O 0.576 -1.368 1.142
C 1.214 -0.167 0.831
C 0.527 0.629 0.059
C -0.913 -0.140 -0.310
C -0.509 1.172 -0.799
H 0.782 -1.985 0.434
H 2.174 -0.089 1.337
H -0.932 -1.015 -0.973
H -1.634 -0.249 0.506
H -0.234 1.207 -1.841
H -1.050 2.006 -0.386
```

As for the gap between HOMO and LUMO: 9.8 eV. The structure (SMILES) is OC=C1CC1.


Model iii:
ORCA calculation (ωB97M-V with the def2-TZVPD basis set) on a single C4H6O molecule.

The geometry in XYZ format:
```
11
C4H6O ωB97M-V with the def2-TZVPD basis set
C 2.031 0.484 0.742
C 1.004 0.680 0.143
C -0.330 0.778 -0.453
C -1.086 -0.576 -0.314
O -0.635 -1.390 0.737
H 2.924 0.313 1.302
H -0.271 1.057 -1.512
H -0.883 1.580 0.049
H -1.036 -1.108 -1.275
H -2.136 -0.370 -0.096
H 0.323 -1.491 0.633
```

As for the gap between HOMO and LUMO: 11.1 eV. The structure (SMILES) is C#CCCO.


Computed energies relative to the best structure, in hartree: model i 0.0818; model ii 0.0590; model iii 0.0000


Model i:
ORCA calculation (ωB97M-V with the def2-TZVPD basis set) on a single C5H8N2 molecule.

The geometry in XYZ format:
```
15
C5H8N2 ωB97M-V with the def2-TZVPD basis set
C -2.414 1.720 -0.212
C -2.128 0.327 0.289
C -1.024 -0.019 0.896
N -0.029 -0.352 1.546
C 1.126 -0.838 0.886
N 1.463 -0.477 -0.275
C 2.677 -1.050 -0.816
H -3.256 2.159 0.336
H -1.548 2.374 -0.085
H -2.679 1.708 -1.275
H -2.878 -0.448 0.153
H 1.707 -1.528 1.509
H 3.361 -0.245 -1.104
H 3.198 -1.729 -0.123
H 2.426 -1.604 -1.727
```

As for the gap between HOMO and LUMO: 9.6 eV. The structure (SMILES) is CC=C=N/C=N/C.


Model ii:
ORCA calculation (ωB97M-V with the def2-TZVPD basis set) on a 2-piece molecular cluster, C5H8N2 overall.

The geometry in XYZ format:
```
15
C5H8N2 ωB97M-V with the def2-TZVPD basis set
C 1.629 -0.173 -0.741
C 0.901 0.191 0.310
C 0.063 -0.950 0.834
C -0.994 -1.518 0.001
N -1.731 -2.078 -0.694
H 1.242 -0.978 -1.371
H 2.598 0.228 -0.974
H 1.173 0.955 1.030
H 0.905 -1.638 0.715
H -0.201 -0.865 1.887
C -0.810 1.571 -0.327
N -1.582 1.161 0.601
H -0.808 1.206 -1.358
H -0.161 2.425 -0.139
H -2.227 0.463 0.226
```

As for the gap between HOMO and LUMO: 10.1 eV. The structure (SMILES) is C=CCC#N.C=N.


Computed energies relative to the best structure, in hartree: model i 0.0000; model ii 0.0518


Model i:
ORCA calculation (ωB97M-V with the def2-TZVPD basis set) on a single C5H8N2 molecule.

The geometry in XYZ format:
```
15
C5H8N2 ωB97M-V with the def2-TZVPD basis set
N -1.741 1.224 0.147
C -0.835 0.138 -0.141
C -0.557 -0.022 -1.594
N -0.502 0.053 -2.748
C 0.586 0.209 0.375
C 1.253 -0.992 -0.440
C 0.945 -0.334 1.666
H -2.600 1.046 -0.368
H -1.354 2.078 -0.247
H -1.258 -0.798 0.245
H 1.059 1.183 0.188
H 0.792 -1.979 -0.699
H 2.252 -0.988 -0.894
H 1.692 0.168 2.295
H 0.268 -0.986 2.215
```

As for the gap between HOMO and LUMO (alpha / beta): 8.6 / 8.6 eV.


Model ii:
ORCA calculation (ωB97M-V with the def2-TZVPD basis set) on a single C5H8N2 molecule.

The geometry in XYZ format:
```
15
C5H8N2 ωB97M-V with the def2-TZVPD basis set
C -2.055 0.423 -0.091
C -1.013 -0.684 -0.008
N 0.354 -0.174 0.034
C 1.492 -0.916 -0.173
C 2.540 -0.056 -0.008
N 2.082 1.202 0.294
C 0.776 1.090 0.312
H -3.043 -0.018 -0.252
H -2.097 1.014 0.828
H -1.840 1.105 -0.918
H -1.101 -1.337 -0.881
H -1.201 -1.310 0.872
H 1.428 -1.963 -0.423
H 3.597 -0.267 -0.107
H 0.081 1.890 0.521
```

As for the gap between HOMO and LUMO: 9.6 eV. The structure (SMILES) is CCn1ccnc1.


Model iii:
ORCA calculation (ωB97M-V with the def2-TZVPD basis set) on a single C5H8N2 molecule.

The geometry in XYZ format:
```
15
C5H8N2 ωB97M-V with the def2-TZVPD basis set
C 1.182 1.201 -0.462
C 0.018 0.696 -0.053
C -1.292 0.988 -0.735
C -0.031 -0.256 1.118
N -0.108 -1.673 0.717
C 0.950 -2.171 0.053
N 1.892 -2.603 -0.474
H 2.112 0.972 0.053
H 1.248 1.849 -1.331
H -1.930 1.615 -0.098
H -1.146 1.509 -1.685
H -1.853 0.068 -0.941
H -0.905 -0.068 1.751
H 0.861 -0.151 1.743
H -0.998 -1.975 0.344
```

As for the gap between HOMO and LUMO: 10.4 eV. The structure (SMILES) is C=C(C)CNC#N.


Computed energies relative to the best structure, in hartree: model i 0.1555; model ii 0.0000; model iii 0.0388